Entry 1:
ORCA calculation (wB97M-V/def2-TZVPD) on 4 unconnected molecules or ions with the total composition C63H45F9O10S.

## Properties
- structure (SMILES) = CC(=O)OCCCc1cccc2c1C(=O)C(CCCCC(F)(F)C(F)(F)S(F)(F)(F)(F)F)=CC2=O.O=C1c2ccccc2C(=O)c2ccccc21.O=C1c2ccccc2C(=O)c2ccccc21.O=C1c2ccccc2C(=O)c2ccccc21
- spin multiplicity = 1
- gap between HOMO and LUMO (eV) = 8.436
- strongest force on any atom (eV Å⁻¹) = 3.744
- electronic energy (hartree) = -4477.02247

Geometry as XYZ:
```
128
Properties=species:S:1:pos:R:3:lowdin_charge:R:1
C 6.783 -4.583 -0.348 0.001
C 5.461 -5.286 0.104 -0.496
O 5.478 -6.486 0.218 0.103
O 4.280 -4.629 0.431 -0.035
C 3.887 -3.670 -0.570 -0.181
C 3.289 -4.325 -1.881 -0.141
C 1.861 -3.778 -2.284 -0.139
C 1.701 -2.234 -2.150 -0.137
C 2.686 -1.396 -2.879 -0.004
C 2.562 0.049 -2.761 -0.042
C 1.507 0.667 -1.926 0.001
C 0.575 -0.178 -1.213 -0.056
C 0.648 -1.663 -1.335 -0.008
C -0.425 -2.500 -0.571 -0.250
O -0.956 -3.492 -1.013 0.085
C -0.820 -1.921 0.834 -0.102
C -1.154 -2.854 2.057 -0.122
C -0.392 -4.236 2.030 -0.182
C -1.356 -5.491 2.240 -0.167
C -2.457 -5.598 1.117 -0.071
C -2.469 -6.995 0.356 -0.393
F -3.774 -7.123 -0.119 0.080
F -2.262 -7.964 1.314 0.089
C -1.396 -6.946 -0.791 -0.358
F -0.249 -6.281 -0.464 0.105
F -1.965 -6.200 -1.815 0.042
S -0.892 -8.597 -1.540 0.916
F 0.532 -7.937 -2.067 -0.172
F -1.545 -8.176 -2.998 -0.170
F -2.300 -9.311 -1.165 -0.137
F -0.145 -9.090 -0.187 -0.137
F -0.430 -9.993 -2.246 -0.146
C -0.894 -0.564 0.933 0.058
C -0.558 0.372 -0.280 -0.308
O -1.149 1.403 -0.480 0.096
H 6.757 -4.529 -1.473 0.096
H 7.644 -5.185 0.029 0.093
H 6.887 -3.551 0.087 0.087
H 3.169 -2.965 -0.060 0.133
H 4.740 -3.007 -0.907 0.120
H 4.005 -4.184 -2.732 0.108
H 3.228 -5.436 -1.701 0.127
H 1.108 -4.373 -1.708 0.097
H 1.703 -4.031 -3.371 0.122
H 3.487 -1.882 -3.490 0.119
H 3.303 0.662 -3.334 0.104
H 1.449 1.779 -1.871 0.115
H -0.768 -2.296 2.959 0.119
H -2.261 -2.950 2.227 0.127
H 0.332 -4.280 2.897 0.116
H 0.221 -4.423 1.114 0.094
H -1.867 -5.356 3.236 0.120
H -0.682 -6.377 2.335 0.116
H -3.456 -5.570 1.641 0.136
H -2.477 -4.731 0.404 0.119
H -1.171 -0.055 1.888 0.132
O -5.115 -0.933 -6.081 0.102
C -3.922 -1.165 -6.128 -0.280
C -3.042 -0.406 -7.052 -0.082
C -3.586 0.593 -7.853 0.000
C -2.766 1.334 -8.691 -0.059
C -1.397 1.082 -8.731 -0.060
C -0.853 0.075 -7.946 -0.002
C -1.673 -0.676 -7.110 -0.084
C -1.084 -1.762 -6.288 -0.278
O 0.100 -2.033 -6.379 0.097
C -1.960 -2.507 -5.351 -0.081
C -1.414 -3.503 -4.548 0.013
C -2.216 -4.184 -3.643 -0.054
C -3.568 -3.870 -3.537 -0.040
C -4.120 -2.887 -4.346 0.004
C -3.320 -2.205 -5.259 -0.085
H -4.650 0.797 -7.822 0.121
H -3.191 2.115 -9.311 0.107
H -0.755 1.670 -9.376 0.106
H 0.212 -0.122 -7.984 0.119
H -0.361 -3.747 -4.624 0.109
H -1.785 -4.957 -3.015 0.077
H -4.192 -4.396 -2.822 0.110
H -5.174 -2.649 -4.261 0.120
O 2.597 8.762 -0.915 0.106
C 2.507 7.802 -0.175 -0.278
C 3.646 7.408 0.692 -0.081
C 4.818 8.159 0.671 0.002
C 5.873 7.823 1.507 -0.056
C 5.762 6.735 2.368 -0.057
C 4.603 5.972 2.380 0.000
C 3.544 6.303 1.539 -0.081
C 2.316 5.470 1.546 -0.265
O 2.247 4.474 2.243 0.074
C 1.172 5.875 0.696 -0.081
C 0.000 5.123 0.722 0.006
C -1.090 5.510 -0.044 -0.047
C -1.012 6.651 -0.839 -0.051
C 0.159 7.395 -0.879 0.002
C 1.256 7.007 -0.116 -0.084
H 4.906 9.010 0.006 0.122
H 6.782 8.412 1.492 0.108
H 6.582 6.480 3.029 0.108
H 4.523 5.123 3.048 0.120
H -0.067 4.237 1.343 0.120
H -2.002 4.926 -0.020 0.111
H -1.867 6.958 -1.430 0.109
H 0.213 8.280 -1.502 0.121
O -2.792 2.058 7.515 0.101
C -2.409 3.096 7.010 -0.280
C -3.186 4.350 7.181 -0.084
C -4.350 4.338 7.944 -0.001
C -5.062 5.512 8.142 -0.058
C -4.613 6.704 7.580 -0.058
C -3.463 6.717 6.804 0.000
C -2.749 5.540 6.597 -0.084
C -1.530 5.563 5.751 -0.279
O -1.180 6.588 5.198 0.105
C -0.743 4.314 5.596 -0.080
C 0.423 4.329 4.835 0.004
C 1.184 3.176 4.710 -0.055
C 0.784 2.004 5.347 -0.054
C -0.384 1.982 6.096 -0.004
C -1.155 3.135 6.219 -0.087
H -4.700 3.413 8.388 0.120
H -5.965 5.501 8.740 0.107
H -5.163 7.623 7.746 0.107
H -3.120 7.646 6.364 0.121
H 0.740 5.239 4.341 0.115
H 2.091 3.191 4.121 0.090
H 1.385 1.106 5.257 0.106
H -0.692 1.066 6.587 0.119
```

---

Entry 2:
ORCA calculation (wB97M-V/def2-TZVPD) on a molecular structure, C20H37BeCl4FMgN5NaO6.

## Properties
- spin multiplicity = 2
- gap between HOMO and LUMO (alpha / beta) (eV) = 3.016 / 3.013
- net charge = +1
- expectation value of S² = 0.7541
- strongest force on any atom (eV Å⁻¹) = 4.446
- electronic energy (hartree) = -3826.47762

Geometry as XYZ:
```
76
Properties=species:S:1:pos:R:3:mulliken_spin:R:1
C 1.048 -2.689 -0.824 0.000
C 1.966 -3.869 -0.463 0.000
Cl 3.707 -3.361 -0.460 0.000
C 1.629 -4.512 0.881 0.000
C 1.694 -3.448 1.960 0.000
C 0.423 -2.949 2.646 0.000
N 1.022 -2.255 3.852 0.000
C 2.360 -2.580 3.858 0.000
N 3.358 -1.830 4.362 0.000
N 2.464 -3.744 3.235 0.000
H 0.317 -2.995 -1.576 0.000
H 1.645 -1.902 -1.285 0.000
H 0.485 -2.289 0.017 0.000
H 1.831 -4.632 -1.227 0.000
H 0.635 -5.144 0.837 0.000
H 2.429 -5.224 1.094 0.000
H 2.173 -2.500 1.652 0.000
H -0.086 -2.191 2.051 0.000
H -0.275 -3.741 2.911 0.000
H 0.975 -1.273 3.562 0.000
H 3.370 -0.833 4.197 0.000
H 4.163 -2.221 4.833 0.000
H 3.415 -4.074 3.099 0.000
O 2.118 -6.231 3.814 0.000
Cl 3.153 -6.419 4.778 0.000
O 3.781 -5.140 5.102 0.000
O 4.126 -7.339 4.315 0.000
O 2.552 -6.921 6.013 0.000
Be 3.169 -3.326 6.318 0.000
N -1.405 -0.296 0.344 0.000
C -1.276 0.471 1.425 0.000
C -2.092 1.554 1.708 0.000
C -3.101 1.863 0.813 0.001
C -3.252 1.082 -0.319 -0.001
C -2.384 0.018 -0.504 0.001
H -0.469 0.196 2.099 0.000
H -1.940 2.139 2.605 0.000
H -3.760 2.702 0.994 0.000
H -4.027 1.292 -1.043 -0.001
H -2.468 -0.623 -1.375 0.000
Cl 4.251 -4.137 8.286 0.000
Cl 0.276 -6.832 0.286 0.000
F 2.573 -6.147 8.942 0.000
C -2.445 4.263 -6.093 0.015
C -2.841 5.153 -4.886 0.019
C -1.987 6.425 -4.871 0.023
C -0.545 6.186 -4.426 -0.019
C -0.504 5.443 -3.092 0.017
C -1.324 4.153 -3.107 0.045
N -2.710 4.374 -3.616 0.341
O -3.388 4.981 -2.692 0.580
C -0.592 3.098 -3.958 0.014
C -1.344 3.550 -1.706 -0.036
C -4.293 5.540 -5.160 -0.006
H -1.429 4.448 -6.441 0.001
H -2.543 3.204 -5.858 -0.012
H -3.094 4.442 -6.949 0.002
H -2.441 7.159 -4.198 0.002
H -1.993 6.878 -5.864 0.002
H 0.006 5.631 -5.191 0.000
H -0.032 7.143 -4.325 0.002
H 0.534 5.218 -2.833 0.000
H -0.876 6.112 -2.309 0.006
H -1.189 2.188 -4.048 -0.010
H 0.353 2.825 -3.487 0.000
H -0.336 3.438 -4.957 0.002
H -1.743 4.234 -0.958 0.001
H -0.332 3.296 -1.388 -0.001
H -1.936 2.640 -1.685 0.010
H -4.935 4.658 -5.189 -0.003
H -4.364 6.040 -6.125 0.001
H -4.690 6.232 -4.419 0.002
Mg 2.455 -7.863 8.387 0.000
O 6.361 -6.170 9.325 0.000
H 5.467 -5.942 9.050 0.000
Na -1.845 -6.628 -0.742 0.000
```